[1]
{
  "formula": "C39H58BBaN12S3Si2",
  "method": "wB97M-V/def2-TZVPD",
  "e_above_lowest_kj_mol": 125.0,
  "total_charge": -1,
  "gap_ev": 4.332,
  "fmax_ev_per_a": 3.67,
  "lumo_energy_ev": 1.785,
  "homo_energy_ev": -2.55,
  "multiplicity": 1,
  "elements": ["Ba", "C", "C", "C", "C", "N", "C", "C", "N", "B", "N", "C", "C", "N", "C", "S", "C", "C", "C", "C", "N", "C", "C", "N", "C", "S", "C", "C", "C", "C", "C", "S", "H", "H", "H", "H", "H", "H", "H", "H", "H", "H", "H", "H", "H", "H", "H", "H", "H", "H", "H", "H", "H", "H", "H", "H", "H", "H", "H", "H", "H", "H", "H", "H", "H", "H", "N", "C", "N", "C", "N", "N", "C", "N", "C", "C", "C", "C", "C", "N", "H", "H", "H", "H", "H", "H", "H", "H", "C", "Si", "C", "C", "C", "C", "C", "C", "C", "Si", "C", "C", "H", "H", "H", "H", "H", "H", "H", "H", "H", "H", "H", "H", "H", "H", "H", "H"],
  "xyz": [[0.71287, -0.04697, 0.34570], [-5.53619, -1.65833, 2.66577], [-4.06319, -1.24609, 2.64152], [-3.20623, -2.50862, 2.62287], [-3.69068, -0.48037, 3.90723], [-3.88618, -0.32614, 1.45845], [-4.61842, 0.85800, 1.42052], [-4.41655, 1.41469, 0.22171], [-3.56320, 0.59600, -0.49904], [-3.33864, 0.97586, -1.99375], [-2.59938, 2.32489, -2.19882], [-2.76228, 2.89447, -3.44666], [-2.04281, 4.01811, -3.48829], [-1.43288, 4.16123, -2.24276], [-1.75871, 3.08217, -1.45090], [-1.24418, 2.72694, 0.13708], [-0.55384, 5.34904, -2.02499], [-1.39728, 6.60605, -2.25486], [0.04137, 5.44114, -0.62888], [0.59334, 5.26648, -3.03672], [-2.72752, -0.18721, -2.84621], [-3.58632, -1.18402, -3.25974], [-2.87674, -2.11054, -3.90992], [-1.54692, -1.69182, -3.89771], [-1.46407, -0.48451, -3.25481], [-0.06725, 0.46691, -2.96778], [-0.53948, -2.50920, -4.64168], [-0.65587, -3.94864, -4.12783], [0.90848, -2.06635, -4.45765], [-0.88381, -2.43795, -6.12995], [-3.22741, -0.47047, 0.26629], [-2.19456, -1.75395, -0.17803], [-5.70178, -2.35461, 3.49009], [-5.80273, -2.15616, 1.73064], [-6.20049, -0.80301, 2.80188], [-3.43973, -3.04505, 3.54652], [-2.14185, -2.28215, 2.61367], [-3.42082, -3.15006, 1.77212], [-3.87345, -1.12068, 4.77314], [-4.26482, 0.43872, 4.03673], [-2.63478, -0.22168, 3.89270], [-5.19661, 1.20827, 2.25497], [-4.78419, 2.34138, -0.18532], [-4.45244, 1.17149, -2.44669], [-3.38152, 2.43557, -4.19868], [-1.91064, 4.72278, -4.28754], [-2.21516, 6.64085, -1.53321], [-1.82325, 6.64352, -3.25825], [-0.77390, 7.49207, -2.11751], [-0.72260, 5.51387, 0.14312], [0.65748, 6.34597, -0.61549], [0.65921, 4.58185, -0.39906], [0.24462, 5.32296, -4.06853], [1.13011, 4.32425, -2.90934], [1.28836, 6.09204, -2.86715], [-4.63406, -1.15553, -3.01521], [-3.19025, -3.04206, -4.34183], [-0.55878, -3.96440, -3.04028], [0.14654, -4.55004, -4.56007], [-1.60435, -4.41677, -4.39305], [1.21733, -2.09662, -3.41384], [1.08298, -1.05879, -4.82194], [1.52035, -2.77159, -5.02875], [-1.89702, -2.79180, -6.32728], [-0.18484, -3.05444, -6.70024], [-0.80470, -1.40699, -6.48033], [2.79624, 2.93773, 0.32731], [3.55044, 2.03010, -0.30973], [4.70609, 2.41931, -0.85200], [5.36395, 1.45133, -1.47828], [6.52998, 1.77773, -2.08030], [4.97575, 0.16328, -1.58951], [3.82230, -0.10971, -1.01942], [3.07351, 0.76268, -0.36004], [3.33900, -1.54693, -1.14927], [4.17193, -2.49901, -1.71416], [3.69689, -3.79037, -1.87238], [2.40618, -4.08445, -1.46986], [1.65783, -3.08638, -0.87766], [2.12080, -1.84237, -0.70653], [3.24395, 3.81525, 0.53372], [2.09280, 2.62751, 0.99542], [6.94736, 2.65353, -1.81887], [7.12852, 1.01951, -2.35537], [5.16424, -2.20902, -2.02620], [4.32647, -4.55543, -2.30845], [1.98583, -5.07396, -1.58928], [0.64922, -3.27439, -0.51925], [3.25505, -2.48029, 2.82015], [1.37138, -2.06438, 2.64999], [0.62027, -3.84140, 2.66376], [0.95614, -1.38690, 4.41483], [1.13646, -2.24998, 5.51117], [0.86400, -1.86921, 6.81633], [0.40140, -0.58058, 7.06224], [0.23142, 0.29357, 5.99887], [0.49623, -0.06815, 4.66447], [0.29389, 1.29641, 3.28497], [1.64294, 2.54598, 3.91510], [-1.29667, 2.26122, 3.81451], [3.51136, -3.05320, 3.72415], [3.84607, -1.55590, 2.84014], [3.58752, -3.06689, 1.94998], [0.73658, -4.37853, 3.61582], [1.10901, -4.44943, 1.88852], [-0.44919, -3.80719, 2.42700], [1.50341, -3.25894, 5.33504], [1.01193, -2.56678, 7.63503], [0.18037, -0.26064, 8.07604], [-0.11624, 1.30251, 6.21301], [1.54739, 2.78578, 4.98485], [1.58023, 3.49358, 3.35935], [2.64722, 2.12834, 3.76360], [-1.70004, 1.95006, 4.78451], [-2.08847, 2.15260, 3.06551], [-1.07066, 3.33352, 3.87704]],
  "mulliken_charge": [0.949, -1.899, 1.571, -2.566, -1.644, 0.611, -0.371, -1.583, 0.602, 0.605, 0.202, -1.624, -0.194, 0.578, -0.462, 0.235, 1.456, -1.707, -1.907, -1.571, -0.113, -1.479, -0.235, 0.697, 0.045, -0.146, 1.504, -1.536, -2.291, -1.776, -0.063, 0.031, 0.442, 0.345, 0.397, 0.590, 0.410, 0.487, 0.542, 0.336, 0.225, 0.546, 0.608, -0.220, 0.593, 0.519, 0.374, 0.387, 0.442, 0.422, 0.616, 0.178, 0.365, 0.301, 0.464, 0.592, 0.527, 0.236, 0.470, 0.415, 0.525, 0.439, 0.584, 0.371, 0.439, 0.370, 0.118, 0.105, -0.731, 0.302, -0.374, -0.663, -0.329, 0.635, 0.218, -0.216, -0.915, -0.692, -0.850, 1.033, 0.299, -0.400, 0.277, 0.265, 0.548, 0.435, 0.560, 0.469, -1.416, 0.309, -1.387, 0.727, -0.629, -0.786, -0.851, -0.551, 0.468, 0.962, -1.639, -1.454, 0.392, 0.230, 0.247, 0.454, 0.290, 0.185, 0.201, 0.370, 0.364, 0.236, 0.374, 0.319, 0.278, 0.470, 0.130, 0.360]
}

***

[2]
{
  "formula": "C31H32N2O3S",
  "method": "wB97M-V/def2-TZVPD",
  "e_above_lowest_kj_mol": 0.0,
  "gap_ev": 3.990,
  "fmax_ev_per_a": 2.62,
  "lumo_energy_ev": -2.026,
  "homo_energy_ev": -6.02,
  "multiplicity": 1,
  "elements": ["C", "N", "C", "C", "C", "C", "C", "C", "C", "C", "C", "C", "N", "C", "C", "C", "C", "C", "C", "H", "H", "H", "H", "H", "H", "H", "H", "H", "H", "H", "H", "H", "H", "H", "H", "H", "H", "H", "H", "H", "C", "C", "C", "C", "S", "C", "C", "O", "C", "C", "C", "C", "C", "C", "O", "O", "C", "C", "H", "H", "H", "H", "H", "H", "H", "H", "H", "H", "H"],
  "xyz": [[-5.62643, -3.01930, 0.68326], [-5.02569, -2.27578, 1.77225], [-5.71558, -2.29927, 3.04559], [-3.79565, -1.67734, 1.64224], [-3.57616, -0.39918, 2.22276], [-2.38664, 0.25412, 2.00970], [-1.28859, -0.42959, 1.42365], [-0.03661, 0.20721, 1.34192], [1.20702, -0.44970, 1.45426], [2.32103, 0.04304, 0.72010], [3.57149, -0.50792, 0.87261], [3.78142, -1.58068, 1.78086], [4.99905, -2.19407, 1.89291], [5.27371, -3.10238, 2.98373], [5.93948, -2.27680, 0.79472], [2.68595, -2.03627, 2.56331], [1.41314, -1.54972, 2.34021], [-1.48526, -1.76509, 0.95073], [-2.74197, -2.33035, 0.95629], [-5.50369, -2.47050, -0.26057], [-5.17082, -4.01278, 0.56046], [-6.69503, -3.12718, 0.90391], [-5.39003, -1.46372, 3.67081], [-6.79361, -2.24431, 2.86390], [-5.50367, -3.22973, 3.59497], [-4.38743, 0.07411, 2.77628], [-2.25524, 1.29315, 2.32013], [-0.02062, 1.29319, 1.27305], [2.14854, 0.85323, 0.01321], [4.41777, -0.10474, 0.31566], [4.98628, -2.64819, 3.93906], [4.72582, -4.05035, 2.88693], [6.35010, -3.30344, 2.98527], [5.80402, -1.45444, 0.09575], [6.94832, -2.25431, 1.21492], [5.82291, -3.22157, 0.24058], [2.85295, -2.81689, 3.30523], [0.56948, -1.97712, 2.88330], [-0.63388, -2.31516, 0.55088], [-2.93131, -3.31292, 0.50971], [-3.05371, 4.41390, 0.92131], [-1.68331, 4.66584, 0.79930], [-0.90102, 3.87341, -0.04310], [-1.48906, 2.79582, -0.71364], [-0.48175, 1.73812, -1.75670], [-0.82846, 2.30409, -3.31928], [0.20166, 2.78378, -4.21063], [0.06002, 3.84697, -4.83280], [1.43342, 1.90758, -4.35363], [1.38780, 0.52039, -4.16307], [2.53576, -0.26782, -4.29701], [3.75404, 0.33301, -4.64038], [3.80069, 1.71764, -4.87168], [2.64061, 2.49313, -4.75163], [0.88355, 2.05189, -1.38410], [-0.98795, 0.39729, -1.55362], [-2.86341, 2.56418, -0.62964], [-3.64242, 3.36575, 0.20654], [-3.66447, 5.03377, 1.57325], [-1.20865, 5.47861, 1.34777], [0.15807, 4.07722, -0.18748], [-1.84287, 2.67767, -3.40594], [0.43122, 0.05354, -3.93495], [2.46356, -1.34629, -4.13315], [4.65226, -0.27915, -4.73912], [4.74271, 2.20050, -5.14096], [2.66458, 3.56379, -4.96207], [-3.30792, 1.75714, -1.20878], [-4.70955, 3.16103, 0.29065]],
  "mulliken_charge": [-0.991, 0.127, -0.923, 0.882, -0.628, -0.720, 0.743, -0.405, -0.203, -0.704, -1.136, 1.517, 0.064, -1.116, -0.937, -0.379, -0.893, -0.541, -0.684, 0.330, 0.310, 0.331, 0.317, 0.301, 0.303, 0.390, 0.409, 0.665, 0.644, 0.277, 0.393, 0.365, 0.284, 0.299, 0.332, 0.311, 0.407, 0.411, 0.577, 0.273, -0.428, -0.630, -0.323, -0.090, 1.253, -0.851, 0.445, -0.722, 0.171, 0.074, -0.686, -0.379, -0.465, -0.502, -0.754, -0.590, -0.441, -0.652, 0.379, 0.397, 0.475, 0.470, 0.481, 0.383, 0.377, 0.361, 0.404, 0.432, 0.410]
}

***

[3]
{
  "formula": "C3H11NOS",
  "method": "wB97M-V/def2-TZVPD",
  "e_above_lowest_kj_mol": 199.6,
  "total_charge": -1,
  "gap_ev": [1.996, 8.911],
  "fmax_ev_per_a": 4.35,
  "lumo_energy_ev": [3.190, 3.453],
  "homo_energy_ev": [1.19, -5.46],
  "multiplicity": 2,
  "elements": ["C", "S", "C", "H", "H", "H", "H", "H", "H", "N", "C", "O", "H", "H", "H", "H", "H"],
  "xyz": [[5.17282, -2.91115, -1.08797], [4.23288, -1.44499, -0.66818], [2.66552, -2.39696, 0.00757], [4.49118, -3.47549, -1.81905], [6.12288, -2.81529, -1.71658], [5.24675, -3.60265, -0.30309], [1.89142, -2.47027, -0.80926], [2.27856, -1.58448, 0.77622], [2.83729, -3.30206, 0.52681], [-4.19673, 2.18848, 0.06649], [-4.62220, 3.39550, 0.66436], [-4.08699, 3.75906, 1.98208], [-3.25241, 2.19594, -0.26968], [-4.71520, 1.66354, -0.64945], [-5.75562, 3.53523, 0.68863], [-4.41933, 4.27090, 0.13869], [-3.89082, 2.99469, 2.47242]],
  "mulliken_spin": [-0.072, 0.512, 0.493, 0.020, -0.018, 0.024, -0.077, -0.118, -0.109, 0.444, 0.607, -0.283, -0.330, -0.191, -0.076, 0.126, 0.047]
}